Record 1
Density functional theory data (wB97M-V/def2-TZVPD) for the molecule C7H15NO in a non-equilibrium geometry.

Structure (XYZ):
```
24
Properties=species:S:1:pos:R:3:lowdin_charge:R:1
C -0.705 -0.377 2.000 0.0553
C -0.542 -0.435 0.703 -0.2074
C -1.208 -1.017 -0.409 -0.0689
O -2.806 -0.655 -0.107 -0.2590
N -3.059 0.665 -0.570 -0.0225
C 1.008 0.062 -0.121 -0.4869
C 2.116 -0.525 0.747 -0.0815
C 0.947 1.582 -0.007 -0.0741
C 1.281 -0.319 -1.572 -0.0870
H -1.605 -0.767 2.451 0.0705
H 0.031 0.058 2.659 0.0620
H -1.225 -2.105 -0.387 0.1287
H -1.147 -0.616 -1.417 0.0970
H -3.460 1.187 0.208 0.0747
H -3.773 0.583 -1.294 0.0719
H 3.096 -0.212 0.377 0.0816
H 2.084 -1.614 0.730 0.0858
H 2.054 -0.189 1.780 0.0674
H 0.096 1.968 -0.569 0.0826
H 0.843 1.899 1.029 0.0767
H 1.864 2.034 -0.393 0.0829
H 0.565 0.139 -2.252 0.0753
H 2.264 0.055 -1.872 0.0886
H 1.282 -1.400 -1.715 0.0863
```

The calculation puts the energy above the lowest of the compared OMol25 structures with the same formula, charge and spin at 114.0 kcal/mol.

***

Record 2
Density functional theory data (wB97M-V/def2-TZVPD) for a cluster of 3 separate species, C7H15NO2 in total in a non-equilibrium geometry.

Structure (XYZ):
```
25
Properties=species:S:1:pos:R:3:lowdin_charge:R:1
C 0.352 0.669 -2.686 -0.0825
C 0.856 0.293 -1.275 -0.2255
C -0.220 0.195 -0.270 -0.2458
C -1.569 0.547 -0.372 -0.0843
N -2.190 0.366 0.825 -0.0020
C -1.338 -0.153 1.750 -0.0530
C -0.107 -0.225 1.086 -0.2769
C 1.151 -0.693 1.681 -0.0863
H 0.970 0.177 -3.419 0.0656
H -0.710 0.347 -2.840 0.0740
H 0.439 1.750 -2.803 0.0760
H 1.569 1.090 -1.101 0.0873
H 1.506 -0.567 -1.178 0.1078
H -2.146 0.901 -1.232 0.1176
H -3.156 0.097 0.918 0.1472
H -1.704 -0.465 2.722 0.1222
H 2.051 -0.497 1.105 0.0541
H 1.299 -0.456 2.743 0.0917
H 1.362 -1.785 1.514 0.0897
O -0.445 -2.634 -1.210 -0.0450
H 0.224 -2.236 -0.648 0.0061
H -0.641 -1.996 -1.918 0.0362
O 2.328 1.761 1.170 -0.0587
H 2.934 2.319 0.664 0.0506
H 1.477 1.977 0.766 0.0338
```

The calculation puts the energy above the lowest of the compared OMol25 structures with the same formula, charge and spin at 43.9 kcal/mol.

***

Record 3
Density functional theory data (wB97M-V/def2-TZVPD) for a cluster of 3 separate species, C7H15NO2 in total in a non-equilibrium geometry.

Structure (XYZ):
```
25
Properties=species:S:1:pos:R:3:lowdin_charge:R:1
C 2.295 0.664 -0.732 -0.0353
C 0.970 -0.003 -0.538 -0.2796
C 0.482 -1.071 -1.248 -0.1021
N -0.783 -1.326 -0.809 0.0526
C -1.118 -0.466 0.206 -0.3031
C -2.430 -0.578 0.893 -0.0258
C -0.027 0.355 0.412 -0.2387
C -0.052 1.459 1.413 -0.0385
H 2.592 0.516 -1.754 0.0720
H 3.088 0.280 -0.098 0.0750
H 2.220 1.717 -0.460 0.0716
H 0.940 -1.586 -2.068 0.1164
H -1.440 -1.979 -1.181 0.1438
H -3.224 -0.915 0.230 0.0764
H -2.823 0.432 1.090 0.0808
H -2.388 -1.054 1.872 0.0803
H 0.837 2.083 1.406 0.0696
H -0.908 2.147 1.367 0.0781
H -0.240 1.052 2.415 0.0819
O -0.874 1.816 -2.695 -0.0538
H -1.189 0.930 -2.487 0.0189
H -0.464 2.149 -1.887 0.0299
O 1.745 -1.938 1.712 -0.0416
H 0.805 -2.065 1.866 0.0320
H 1.985 -2.617 1.076 0.0392
```

The calculation puts the energy above the lowest of the compared OMol25 structures with the same formula, charge and spin at 22.6 kcal/mol.

***

Record 4
Density functional theory data (wB97M-V/def2-TZVPD) for the molecule C7H15NO2 in a non-equilibrium geometry.

Structure (XYZ):
```
25
Properties=species:S:1:pos:R:3:lowdin_charge:R:1
H -2.858 1.458 1.034 0.0393
N -2.869 1.619 2.038 0.1560
C -1.854 1.101 2.608 -0.5137
O -1.704 1.299 3.926 0.0306
C -0.606 0.535 1.988 -0.1382
C -0.654 0.353 0.479 -0.2291
C 0.620 -0.282 -0.070 -0.1871
C 0.559 -0.449 -1.575 -0.2574
O 1.739 -1.055 -2.040 -0.1536
C 1.753 -1.242 -3.437 -0.3047
C 3.048 -1.904 -3.849 -0.0803
H -1.819 2.272 4.070 0.1377
H -0.406 -0.425 2.491 0.1314
H 0.232 1.193 2.267 0.1331
H -0.808 1.331 -0.004 0.1220
H -1.518 -0.276 0.209 0.1239
H 0.778 -1.268 0.395 0.1262
H 1.490 0.340 0.189 0.1260
H 0.425 0.538 -2.060 0.1302
H -0.317 -1.067 -1.853 0.1302
H 1.640 -0.265 -3.943 0.1210
H 0.888 -1.864 -3.737 0.1210
H 3.061 -2.051 -4.937 0.0770
H 3.909 -1.279 -3.574 0.0792
H 3.155 -2.885 -3.366 0.0793
```

The calculation puts the energy above the lowest of the compared OMol25 structures with the same formula, charge and spin at 32.4 kcal/mol.

***

Record 5
Density functional theory data (wB97M-V/def2-TZVPD) for a cluster of 2 separate species, C7H15NO2S in total in a non-equilibrium geometry.

Structure (XYZ):
```
26
Properties=species:S:1:pos:R:3:lowdin_charge:R:1
C -0.216 -0.433 2.456 -0.1415
C -0.113 -1.778 1.702 -0.1848
C -0.314 0.611 1.299 -0.1816
C -0.752 -1.494 0.391 -0.4780
C 1.654 1.310 -1.618 -0.0925
C 0.139 1.589 -1.469 -0.2256
C -0.740 0.342 -1.148 -0.2129
N -0.287 -0.181 0.136 -0.2273
O 1.290 -2.714 -1.149 -0.3097
O -0.675 -4.008 -0.365 -0.4711
S -0.396 -2.711 -0.931 0.8884
H -1.076 -0.182 3.099 0.1025
H 0.622 -0.113 3.176 0.1288
H 0.910 -1.844 1.457 0.0975
H -0.533 -2.645 2.384 0.1640
H -1.352 0.972 1.304 0.1214
H 0.359 1.426 1.244 0.1023
H -2.386 -1.480 0.300 0.2282
H 1.912 0.290 -1.717 0.0455
H 2.064 1.835 -2.411 0.0331
H 2.242 1.642 -0.696 0.0957
H -0.263 2.217 -2.375 0.1368
H -0.024 2.238 -0.608 0.0734
H -1.792 0.641 -1.015 0.1067
H -0.773 -0.385 -2.064 0.1291
H 1.533 -3.640 -0.884 0.0714
```

The calculation puts the energy above the lowest of the compared OMol25 structures with the same formula, charge and spin at 79.7 kcal/mol.

***

Record 6
Density functional theory data (wB97M-V/def2-TZVPD) for a cluster of 2 separate species, C7H15NOS in total in a non-equilibrium geometry.

Structure (XYZ):
```
25
Properties=species:S:1:pos:R:3:lowdin_charge:R:1
C 0.155 -3.498 0.038 -0.1573
C 0.354 -2.107 0.686 -0.3519
S 1.344 -0.957 -0.168 0.9034
O 1.416 -1.226 -1.633 -0.4812
C 0.948 0.761 0.048 -0.4656
C 1.995 1.555 -0.581 -0.1614
C 0.566 1.110 1.481 -0.1284
H -0.426 -4.065 0.814 0.0849
H -0.361 -3.290 -0.888 0.0478
H 1.084 -3.987 -0.354 0.0852
H 0.725 -2.086 1.722 0.0497
H 1.611 2.542 -0.905 0.0925
H 2.366 1.102 -1.532 0.0809
H 2.902 1.862 0.049 0.1088
H 1.425 0.969 2.049 0.0499
H -0.381 0.536 1.909 0.1169
H 0.188 2.083 1.525 0.0363
H -2.591 2.778 0.654 0.0987
N -2.032 2.044 0.044 0.0584
C -2.675 0.964 -0.222 -0.3122
C -2.029 -0.059 -1.123 -0.1111
H -3.755 0.791 -0.171 0.0968
H -1.316 0.528 -1.757 0.0808
H -1.563 -0.976 -0.532 0.0879
H -2.767 -0.541 -1.864 0.0902
```

The calculation puts the energy above the lowest of the compared OMol25 structures with the same formula, charge and spin at 163.8 kcal/mol.

***

Record 7
Density functional theory data (wB97M-V/def2-TZVPD) for a cluster of 2 separate species, C7H15NP in total in a non-equilibrium geometry.

Structure (XYZ):
```
24
Properties=species:S:1:pos:R:3:lowdin_charge:R:1
C -1.925 -2.638 2.458 0.0430
C -0.907 2.478 0.109 -0.1411
C 1.255 -0.910 1.491 -0.2063
C 0.670 -0.920 -2.314 -0.1200
C -1.037 1.169 0.838 -0.3588
C 1.902 0.233 0.582 -0.1775
C -0.216 -1.176 -1.128 -0.3420
N -1.484 -1.974 1.627 0.0772
P 0.133 -0.115 0.289 0.9287
H -0.177 3.070 0.758 0.1042
H -0.473 2.483 -0.852 0.0460
H -1.926 3.090 0.081 0.1328
H 1.066 -0.590 2.549 0.1047
H -2.118 -3.439 3.091 0.0625
H 1.539 -1.884 1.183 0.0680
H 0.554 -1.835 -2.871 0.0827
H 0.412 -0.136 -2.974 0.0733
H 1.719 -0.803 -2.043 0.0671
H -1.962 0.454 0.756 0.1050
H -0.653 1.139 1.913 0.1117
H 2.563 -0.089 -0.280 0.0995
H 2.179 1.078 1.005 0.0187
H -0.037 -2.188 -0.633 0.1064
H -1.332 -0.919 -1.135 0.1140
```

Its charge is +1. The calculation puts the energy above the lowest of the compared OMol25 structures with the same formula, charge and spin at 69.5 kcal/mol.

***

Record 8
Density functional theory data (wB97M-V/def2-TZVPD) for the ion C7H15O2 with charge +1 in a non-equilibrium geometry.

Structure (XYZ):
```
24
Properties=species:S:1:pos:R:3:lowdin_charge:R:1
C -1.523 0.545 -0.089 0.1393
C -0.285 1.480 0.286 -0.3341
C 0.881 -0.437 -0.156 -0.5257
C -0.569 2.835 -0.250 -0.0411
C 1.825 -1.204 -1.074 0.0394
C 1.047 -0.919 1.271 0.0132
C -1.058 -2.031 -0.141 0.0109
O 0.897 0.900 -0.337 0.0318
O -0.603 -0.717 -0.564 -0.1545
H -2.189 0.233 0.701 0.1321
H -1.967 1.006 -0.992 0.1444
H -0.197 1.653 1.345 0.1409
H 0.145 3.519 0.302 0.1155
H -1.689 3.058 -0.198 0.1224
H -0.195 2.899 -1.338 0.1301
H 1.920 -0.697 -2.067 0.1193
H 1.643 -2.285 -1.384 0.1309
H 2.764 -1.108 -0.574 0.0894
H 0.905 -2.033 1.336 0.1119
H 0.539 -0.320 2.017 0.0910
H 2.100 -0.528 1.505 0.1449
H -0.198 -2.746 -0.038 0.1139
H -1.800 -1.790 0.606 0.1057
H -1.495 -2.616 -0.993 0.1284
```

Its charge is +1. The calculation puts the energy above the lowest of the compared OMol25 structures with the same formula, charge and spin at 47.4 kcal/mol.

***

Record 9
Density functional theory data (wB97M-V/def2-TZVPD) for a cluster of 2 separate species, C7H15O2P in total in a non-equilibrium geometry.

Structure (XYZ):
```
25
Properties=species:S:1:pos:R:3:lowdin_charge:R:1
C -0.392 0.670 1.248 -0.2907
C 0.581 1.828 -0.256 -0.4111
C 0.483 0.716 2.409 -0.2176
C 2.010 2.014 -2.121 -0.0530
C -1.437 -2.037 1.463 -0.2083
C -1.834 -0.092 -0.896 -0.2312
C 0.195 -2.048 -0.817 -0.1835
O 0.912 2.915 0.092 0.0631
O 0.917 1.303 -1.430 -0.1329
P -0.723 -0.802 0.344 0.7857
H -0.075 0.245 3.200 0.0648
H 0.430 1.847 2.641 0.1076
H 1.440 0.402 2.196 0.0389
H 1.738 3.175 -2.316 0.1310
H 2.115 1.440 -3.049 0.0735
H 3.019 2.016 -1.486 0.1265
H -0.649 -2.513 2.047 0.0546
H -2.138 -1.628 2.190 0.0604
H -1.650 -2.881 0.937 0.0019
H -2.199 0.825 -0.442 0.0342
H -1.173 0.134 -1.718 0.0229
H -2.802 -0.652 -1.196 0.0884
H 0.947 -1.476 -1.215 -0.0224
H 0.640 -2.896 -0.202 0.0615
H -0.356 -2.504 -1.622 0.0357
```

The calculation puts the energy above the lowest of the compared OMol25 structures with the same formula, charge and spin at 108.8 kcal/mol.

***

Record 10
Density functional theory data (wB97M-V/def2-TZVPD) for a cluster of 2 separate species, C7H16 in total in a non-equilibrium geometry.

Structure (XYZ):
```
23
Properties=species:S:1:pos:R:3:lowdin_charge:R:1
C 2.116 -1.105 -0.728 -0.0522
C 1.194 0.037 -0.118 -0.6176
C 0.744 1.265 -0.888 -0.0803
C 1.966 0.514 1.138 -0.0986
C -0.124 -0.627 0.322 -0.1459
H 1.498 -1.591 -1.445 0.0505
H 2.943 -0.763 -1.439 0.1017
H 2.406 -1.853 -0.030 0.0597
H -0.164 1.767 -0.473 0.0806
H 1.515 2.180 -1.172 0.1445
H 0.288 0.904 -1.734 0.0346
H 1.237 1.122 1.903 0.1252
H 2.847 1.169 1.089 0.0694
H 2.259 -0.407 1.695 0.0711
H -0.019 -1.471 1.035 0.1083
H -0.663 0.152 0.988 0.0519
H -0.915 -0.697 -0.444 0.0739
C -2.540 -0.082 0.546 -0.1340
C -3.548 -0.039 -0.328 -0.0326
H -2.039 -0.964 1.010 0.0706
H -2.004 0.866 0.664 0.0533
H -4.013 -0.972 -0.627 0.0512
H -4.031 0.785 -0.681 0.0148
```

The calculation puts the energy above the lowest of the compared OMol25 structures with the same formula, charge and spin at 95.1 kcal/mol.

***

Record 11
Density functional theory data (wB97M-V/def2-TZVPD) for a cluster of 2 separate species, C7H16BN2O8 in total.

Structure (XYZ):
```
34
Properties=species:S:1:pos:R:3:lowdin_charge:R:1
C -0.463 -1.051 -1.014 -0.1481
O 0.185 -1.901 -1.922 -0.2275
C 1.587 -1.582 -2.043 -0.1526
B 1.955 -0.111 -2.610 -0.6486
O 3.442 -0.108 -2.912 -0.0646
C 3.910 1.123 -2.487 -0.1950
C 3.051 1.479 -1.275 -0.6031
N 3.093 2.881 -0.935 0.1133
O 3.445 0.815 -0.017 -0.0116
N 4.460 -0.089 -0.153 -0.0446
O 4.581 -0.716 0.835 0.0202
O 1.815 1.036 -1.625 0.0211
H -1.337 -1.573 -0.614 0.0714
H -0.798 -0.122 -1.490 0.0846
H 0.193 -0.779 -0.180 0.0848
H 2.073 -1.796 -1.074 0.1006
H 1.987 -2.308 -2.756 0.1003
H 1.295 0.119 -3.640 0.1059
H 3.679 1.916 -3.225 0.1260
H 4.986 1.134 -2.308 0.1153
H 2.655 3.378 -1.701 0.0791
H 2.518 3.019 -0.110 0.0765
C -2.467 0.794 4.020 -0.0376
O -2.894 0.292 2.752 0.0113
C -4.035 -0.389 2.775 -0.6256
O -4.717 -0.597 3.748 0.1119
O -4.295 -0.806 1.538 0.0075
C -5.496 -1.566 1.401 -0.0412
H -1.534 1.314 3.824 0.0958
H -3.207 1.480 4.429 0.0941
H -2.303 -0.025 4.718 0.0963
H -6.361 -0.971 1.691 0.0942
H -5.451 -2.466 2.012 0.0958
H -5.552 -1.828 0.349 0.0940
```

Its charge is -1.

***

Record 12
Density functional theory data (wB97M-V/def2-TZVPD) for a cluster of 6 separate species, C7H16Cl10O in total in a non-equilibrium geometry.

Structure (XYZ):
```
34
Properties=species:S:1:pos:R:3:lowdin_charge:R:1
Cl -3.354 4.808 1.522 0.4633
C -1.873 4.655 2.562 -0.9982
Cl -2.282 4.710 4.284 0.5144
H -1.350 3.784 2.278 -0.0364
H -1.135 5.478 2.332 0.0564
Cl 1.568 4.690 -1.408 0.4782
C 0.790 3.103 -1.097 -0.9433
Cl 0.565 2.164 -2.670 0.4401
H 1.495 2.537 -0.523 0.0031
H -0.173 3.355 -0.613 0.0285
Cl 2.163 -6.874 -2.003 0.4826
C 0.850 -6.109 -1.039 -0.9751
Cl 0.860 -6.281 0.771 0.4677
H 0.776 -5.053 -1.167 -0.0278
H -0.035 -6.606 -1.458 0.0272
Cl 0.008 -2.167 0.519 0.5202
C -0.421 -1.658 -1.107 -1.0439
Cl -2.011 -2.288 -1.510 0.5001
H -0.444 -0.562 -1.248 0.0208
H 0.226 -2.169 -1.802 -0.0479
Cl 0.945 -3.602 -4.012 0.5078
C 0.204 -2.733 -5.382 -0.9696
Cl 1.102 -1.230 -5.596 0.5192
H 0.284 -3.406 -6.174 0.0031
H -0.817 -2.564 -5.148 0.0177
C 0.188 1.961 4.154 -0.1185
C 0.521 1.194 2.947 -0.3265
O -0.233 1.719 1.846 -0.1269
H 0.406 3.015 3.969 0.0692
H 0.880 1.671 4.943 0.0789
H -0.812 1.977 4.611 0.0735
H 0.450 0.060 2.979 0.1197
H 1.591 1.337 2.667 0.1202
H -0.934 1.084 1.573 0.1020
```

***

no.,DFT total energy (eV)
1,-11035.730
2,-13086.379
3,-13087.303
4,-13086.878
5,-23918.591
6,-21869.145
7,-18271.916
8,-11587.650
9,-20881.151
10,-7514.775
11,-27554.967
12,-134789.330